The following is a quantum chemistry calculation of a 2-piece molecular cluster, C3H10O2S2 overall, from the Open Molecules 2025 dataset.

Output
- Kohn-Sham gap (spin up / spin down) (eV) = 2.48 / 7.61
- HOMO level (spin up / spin down) (eV) = 0.547 / -4.616
- spin multiplicity = 2
- E_LUMO (spin up / spin down) (eV) = 3.0 / 3.0
- total charge = -1

CARTESIAN COORDINATES (ANGSTROEM)
1 C -0.42542 -1.06377 -1.23067
2 C 0.43000 -0.82301 -2.46008
3 O 1.74620 -0.41748 -2.13902
4 C -0.80906 0.21739 -0.47945
5 S -1.52117 -0.07907 1.16020
6 S -0.07878 -0.49135 2.56061
7 H 0.19348 -1.65600 -0.54532
8 H -1.33357 -1.62237 -1.44438
9 H 0.42312 -1.77775 -3.01813
10 H -0.00649 -0.11494 -3.17169
11 H 2.22726 -1.16768 -1.79565
12 H -1.63006 0.76240 -0.97108
13 H 0.02384 0.90494 -0.56656
14 H 0.51835 0.74867 2.76976
15 H 0.90540 2.99824 -1.31055
16 H 1.62798 1.73892 -1.16362
17 O 1.72064 2.67214 -0.92050

=====

The following is a quantum chemistry calculation of a 2-piece molecular cluster, C3H10O2S2 overall, from the Open Molecules 2025 dataset.

Output
- Kohn-Sham gap (eV) = 9.29
- SMILES = OCCCSS.O
- HOMO level (eV) = -8.973
- E_LUMO (eV) = 0.3

CARTESIAN COORDINATES (ANGSTROEM)
1 C -0.24629 -0.08865 0.00951
2 C 0.19717 -1.45566 -0.51724
3 O 1.46490 -1.83090 -0.01580
4 C -0.05951 0.03947 1.52376
5 S -1.14787 -1.22209 2.37237
6 S 0.21676 -2.11281 3.67098
7 H -1.25825 0.11485 -0.34933
8 H 0.41201 0.66236 -0.44126
9 H -0.54577 -2.23687 -0.34591
10 H 0.32566 -1.35391 -1.60366
11 H 1.35614 -2.38522 0.78576
12 H -0.30480 1.06163 1.81063
13 H 0.96249 -0.16114 1.82871
14 H 0.57127 -1.04242 4.42235
15 H -1.09705 3.44380 -4.12975
16 H 0.06138 4.26390 -4.50959
17 O -0.90826 4.30364 -4.51152

=====

The following is a quantum chemistry calculation of a 3-piece molecular cluster, C3H10O3 overall, from the Open Molecules 2025 dataset.

Output
- Kohn-Sham gap (spin up / spin down) (eV) = 3.82 / 7.75
- HOMO level (spin up / spin down) (eV) = 0.250 / -3.749
- spin multiplicity = 2
- E_LUMO (spin up / spin down) (eV) = 4.1 / 4.0
- total charge = -1

CARTESIAN COORDINATES (ANGSTROEM)
1 O 1.59713 -0.35850 0.67891
2 C 1.17732 0.77146 0.45802
3 C -0.29725 1.10524 0.55711
4 C -0.88519 1.60767 -0.73853
5 H 1.78093 1.62342 0.28578
6 H -0.47283 1.66890 1.47552
7 H -0.85871 0.16901 0.72556
8 H -0.61304 2.60619 -1.12128
9 H -1.95500 1.64928 -0.68920
10 H -0.71459 0.87152 -1.57696
11 H 0.21553 -1.46526 1.46723
12 H -0.51174 -2.59364 0.75259
13 O -0.46051 -2.14449 1.58124
14 H 0.79887 -1.06602 -1.02032
15 H 0.91871 -2.52212 -1.58969
16 O 0.28039 -1.92265 -1.24599

=====

The following is a quantum chemistry calculation of a 4-piece molecular cluster, C3H10O3 overall, from the Open Molecules 2025 dataset.

Output
- Kohn-Sham gap (eV) = 10.32
- HOMO level (eV) = -9.439
- E_LUMO (eV) = 0.9

CARTESIAN COORDINATES (ANGSTROEM)
1 C -0.73555 -0.31204 -0.99845
2 C -0.64160 0.64314 -2.16323
3 O -0.99657 -1.58141 -1.42716
4 O -1.25266 0.05399 0.10127
5 H -1.34078 -2.07705 -0.66987
6 H -0.20934 0.62008 0.91902
7 H 1.13418 0.05096 0.15754
8 H -0.14348 0.17950 -3.01168
9 H -1.65462 0.93884 -2.44755
10 H -0.09263 1.53171 -1.85021
11 C 1.01221 0.03397 2.46365
12 O 0.79333 0.76467 1.25532
13 H 0.90677 -0.40434 -0.65488
14 H 0.42061 0.47311 3.26703
15 H 0.72959 -1.01570 2.34572
16 H 2.07055 0.10058 2.71348

=====

The following is a quantum chemistry calculation of a 3-piece molecular cluster, C3H10O3S overall, from the Open Molecules 2025 dataset.

Output
- Kohn-Sham gap (eV) = 5.79
- HOMO level (eV) = 0.135
- E_LUMO (eV) = 5.9
- total charge = -2

CARTESIAN COORDINATES (ANGSTROEM)
1 C 0.12757 0.34580 0.02227
2 O 1.08873 0.26498 -0.97952
3 C -1.26166 0.06515 -0.52257
4 C -2.41402 0.01744 0.48286
5 S -4.10099 -0.09813 -0.17410
6 H 0.36108 -0.34519 0.83656
7 H 0.12548 1.35358 0.49971
8 H -1.22889 -0.90135 -1.03161
9 H -1.51048 0.76644 -1.31755
10 H -2.36293 1.01755 0.95991
11 H -2.16438 -0.63171 1.31967
12 H 5.31846 -1.83534 0.56744
13 H 4.65689 -0.43330 0.48449
14 O 5.53736 -0.91020 0.72191
15 H 2.04010 0.21758 -0.48486
16 H 3.27367 0.63597 1.12084
17 O 3.23691 0.21682 0.25688

=====

The following is a quantum chemistry calculation of a 3-piece molecular cluster, C3H10O3S overall, from the Open Molecules 2025 dataset.

Output
- Kohn-Sham gap (eV) = 5.66
- HOMO level (eV) = 0.450
- E_LUMO (eV) = 6.1
- total charge = -2

CARTESIAN COORDINATES (ANGSTROEM)
1 C 0.14518 -0.28130 -0.46920
2 O 1.21625 -0.87383 0.15022
3 C -1.24094 -0.69501 0.10983
4 C -2.38169 0.28024 -0.17129
5 S -3.98502 -0.14321 0.68366
6 H 0.23802 -0.49564 -1.55738
7 H 0.05221 0.84860 -0.49445
8 H -1.61326 -1.64542 -0.30657
9 H -1.17061 -0.86082 1.18588
10 H -1.96970 1.27945 0.03679
11 H -2.73116 0.27718 -1.20664
12 H 2.62357 -0.55226 2.59073
13 H 1.68099 -0.18704 1.41557
14 O 2.25614 0.19784 2.18037
15 H 1.91275 1.44551 -1.84169
16 H 2.32778 0.50770 -0.73526
17 O 2.63949 0.89798 -1.57057

=====

no.,strongest force on any atom (eV/A)
1,2.68
2,1.14
3,5.15
4,2.43
5,2.20
6,1.80